(a)
Computed, not measured: C2H7N3O in the gas phase, with ωB97M-V/def2-TZVPD.

```
13
Properties=species:S:1:pos:R:3
C -0.923 -1.463 -0.715
C -0.165 -0.350 -0.138
H -0.592 -2.431 -0.120
H -2.187 -1.450 -0.612
H -0.804 -1.594 -1.972
H -0.231 1.002 -1.607
H 1.309 1.876 0.786
H -0.623 2.039 0.288
H 1.825 -0.425 2.242
N 0.243 0.786 -0.789
N 0.601 2.051 -0.064
N 0.168 -0.300 1.129
O 1.377 0.258 1.573
```

Output
structure (SMILES)	C/C(=N/O)NN
frontier orbital gap	9.02	eV

(b)
Computed, not measured: C2H7N3O in the gas phase, with ωB97M-V/def2-TZVPD.

```
13
Properties=species:S:1:pos:R:3
C -2.041 1.155 0.666
N -1.132 0.025 0.479
C 0.793 -0.816 -0.222
N 2.189 -0.507 -0.385
O 0.399 -1.476 -1.399
N 0.022 0.378 0.134
H 1.231 -1.542 -1.895
H 0.552 -1.505 0.649
H 2.238 0.459 -0.705
H 2.621 -0.508 0.536
H -1.736 2.041 0.098
H -3.040 0.876 0.318
H -2.096 1.420 1.726
```

Output
structure (SMILES)	C/N=N/[C@H](N)O
frontier orbital gap	9.90	eV

(c)
Computed, not measured: C2H7N3O in the gas phase, with ωB97M-V/def2-TZVPD.

```
13
Properties=species:S:1:pos:R:3
C 1.176 0.104 1.378
C -0.744 0.728 -1.287
N -0.263 -1.565 -0.476
N -0.260 0.204 1.016
N -0.484 -0.277 -0.266
O -0.366 -1.961 -1.641
H 1.718 0.574 0.640
H 1.396 0.452 2.303
H 1.327 -0.889 1.461
H 0.108 1.407 -1.400
H -0.949 0.246 -2.187
H -1.704 1.205 -1.183
H -0.955 -0.226 1.642
```

Output
structure (SMILES)	CNN(C)N=O
frontier orbital gap	10.15	eV

(d)
Computed, not measured: a 2-piece molecular cluster, C2H7N3O overall, with ωB97M-V/def2-TZVPD.

```
13
Properties=species:S:1:pos:R:3
C 0.394 0.148 -0.829
C 0.292 -0.954 -1.824
N 0.423 0.951 2.182
O -1.795 0.230 0.725
N 0.998 -0.034 0.282
N 1.271 0.632 1.299
H -2.329 -0.404 1.210
H 0.151 1.156 -1.161
H -1.121 0.577 1.393
H 0.912 1.374 2.973
H 0.478 -1.915 -1.353
H -0.698 -0.952 -2.276
H 1.024 -0.810 -2.620
```

Output
structure (SMILES)	[H]/N=N/N=C/C.O
frontier orbital gap	9.98	eV

Order from most stable to least stable according to the calculation: (b), (d), (c), (a)

(a)
Computed, not measured: C2H7N3O in the gas phase, with ωB97M-V/def2-TZVPD.

```
13
Properties=species:S:1:pos:R:3
C 0.374 0.829 -1.576
C 0.206 -1.218 0.835
H 0.685 0.146 -2.413
H 1.345 0.890 -0.916
H -0.103 1.834 -1.910
H -1.351 -0.045 -1.452
H 0.632 -2.210 1.157
H 0.210 -0.683 2.858
H -0.690 0.961 0.845
N -0.626 0.178 -0.729
N -0.035 -1.108 -0.411
N -0.181 -0.462 1.910
O -0.465 0.889 1.802
```

Output
structure (SMILES)	CN/N=C\NO
frontier orbital gap	9.47	eV

(b)
Computed, not measured: a 2-piece molecular cluster, C2H7N3O overall, with ωB97M-V/def2-TZVPD.

```
13
Properties=species:S:1:pos:R:3
C 0.251 1.088 0.576
C 1.101 1.592 -0.553
N -1.193 -0.600 -0.531
N -0.859 -2.802 0.143
N -0.526 -1.418 0.105
O -0.474 1.947 1.323
H 1.412 2.679 -0.498
H 1.740 0.757 -0.865
H 0.332 1.606 -1.361
H -1.274 -3.145 -0.706
H -0.081 -3.248 0.600
H 0.109 -1.229 0.946
H -0.539 2.774 0.821
```

Output
frontier orbital gap	8.52	eV

Order from most stable to least stable according to the calculation: (a), (b)

(a)
Computed, not measured: a 2-piece molecular cluster, C2H7N3O overall, with ωB97M-V/def2-TZVPD.

```
13
Properties=species:S:1:pos:R:3
N 1.352 0.262 -1.404
C 1.998 -0.486 -0.486
N 1.647 -0.477 0.729
H 1.346 0.098 -2.387
H 0.624 0.897 -1.111
H 2.911 -0.946 -0.864
H 2.244 -1.040 1.327
C -2.273 0.587 0.167
N -1.683 0.090 1.302
O -1.728 0.713 -0.900
H -3.289 0.960 0.389
H -0.804 -0.400 1.250
H -2.345 -0.256 1.988
```

Output
structure (SMILES)	[H]/N=C/N.NC=O
frontier orbital gap	10.20	eV

(b)
Computed, not measured: C2H7N3O in the gas phase, with ωB97M-V/def2-TZVPD.

```
13
Properties=species:S:1:pos:R:3
C -1.206 1.295 0.284
C 0.794 -0.231 -0.065
H -1.693 1.756 -0.551
H -1.955 0.982 1.035
H -0.450 2.000 0.677
H -1.148 -1.670 0.472
H -2.386 -0.756 0.057
H 2.607 0.598 0.172
H 1.680 1.649 -0.764
N -0.648 0.106 -0.324
N -1.446 -1.016 -0.238
N 1.667 0.868 -0.073
O 1.100 -1.332 0.255
```

Output
structure (SMILES)	CN(N)C(N)=O
frontier orbital gap	8.98	eV

Order from most stable to least stable according to the calculation: (a), (b)

(a)
Computed, not measured: a 2-piece molecular cluster, C3H9NO3 overall, with ωB97M-V/def2-TZVPD.

```
16
Properties=species:S:1:pos:R:3
C 1.015 -0.422 0.667
C 1.078 0.658 -0.207
C -2.449 -0.781 -0.285
N 1.513 0.445 -1.514
O -1.496 0.135 0.183
O 1.085 -0.240 1.994
O 1.509 1.877 0.327
H 0.662 -0.990 2.442
H 1.098 1.962 1.203
H 0.790 -1.418 0.312
H -0.519 0.571 -0.304
H 1.518 1.305 -2.053
H 2.421 -0.005 -1.571
H -2.388 -1.692 0.327
H -2.369 -1.021 -1.353
H -3.466 -0.384 -0.168
```

Output
structure (SMILES)	N/C(O)=C/O.CO
frontier orbital gap	8.35	eV

(b)
Computed, not measured: a 2-piece molecular cluster, C3H9NO3 overall, with ωB97M-V/def2-TZVPD.

```
16
Properties=species:S:1:pos:R:3
O -1.585 -2.447 -0.889
C -1.029 -1.714 -0.117
O -0.182 -2.205 0.826
C -1.362 -0.255 0.108
C -0.219 0.683 0.411
N -2.398 -0.172 1.105
H -0.138 -3.159 0.666
H -1.810 -0.016 -0.861
H -0.604 1.695 0.538
H 0.495 0.838 -0.405
H 0.323 0.336 1.288
H -2.735 -1.018 1.528
H -3.079 0.555 0.993
H 4.570 2.849 -2.268
H 5.213 2.028 -1.122
O 4.539 2.002 -1.804
```

Output
structure (SMILES)	C[C@H](N)C(=O)O.O
frontier orbital gap	9.98	eV

(c)
Computed, not measured: C3H9NO3 in the gas phase, with ωB97M-V/def2-TZVPD.

```
16
Properties=species:S:1:pos:R:3
C 0.775 -1.343 -0.106
C -1.367 -0.265 -0.395
C 0.040 -0.025 0.092
N 1.721 1.748 -0.095
O -2.380 0.649 0.098
O -0.196 0.133 1.492
O 0.589 1.069 -0.588
H 1.875 -1.278 0.430
H 0.868 -1.388 -1.134
H 0.252 -2.275 0.381
H -1.385 -0.324 -1.522
H -1.520 -1.194 -0.031
H 2.531 1.166 -0.331
H 1.656 1.603 0.869
H -2.338 1.358 -0.614
H -1.120 0.367 1.454
```

Output
structure (SMILES)	C[C@](O)(CO)ON
frontier orbital gap	10.70	eV

Order from most stable to least stable according to the calculation: (b), (c), (a)